The following is a quantum chemistry calculation of one molecule with the formula C6H11P, from the OMol25 dataset.

Results
HOMO-LUMO gap = 9.791 eV
Energy relative to the best compared isomer or geometry (same formula, charge and spin) = 174.68 kJ/mol
Lowest unoccupied orbital energy = 0.8 eV
Highest occupied orbital energy = -8.959 eV
Structure (SMILES) = CC(C)(C)C#CP
2S+1 = 1

Geometry as XYZ:
```
18
C6H11P (wB97M-V/def2-TZVPD)
C 1.09430 -0.01288 0.05408
C 2.35609 -0.01863 -0.16793
C -0.96510 0.09344 1.34154
C -0.72287 1.40026 -0.76396
C -0.91748 -1.11913 -0.94168
C -0.39914 0.06986 -0.09429
P 4.05308 -0.36485 0.36270
H -0.70350 0.99618 1.99730
H -0.80879 -0.80198 2.04774
H -1.99381 0.19924 1.31670
H -1.67136 1.85192 -0.34506
H -0.79945 1.34508 -1.84137
H 0.02184 2.20546 -0.57741
H -1.85652 -0.78478 -1.46288
H -0.13148 -1.41410 -1.58500
H -1.08780 -2.07814 -0.29398
H 4.46978 0.64836 -0.47538
H 4.35659 -1.31992 -0.72141
```